# 1
A 4-piece molecular cluster, C22H46ClNO15PS6 overall. Source: the OMol25 dataset; level of theory: ωB97M-V/def2-TZVPD.

Each line ends with the Mulliken charge.
Geometry (Å):
H 1.2173 -7.0148 -6.5237  0.365
O 7.0475 -5.4628 -7.4258  -0.722
H -0.1725 -1.5510 -1.7703  0.349
H -6.9916 7.3122 3.7086  0.397
H 1.1011 -5.4754 -8.6324  0.397
H 2.7750 -5.6411 -5.1985  0.042
H -0.4241 -4.2154 -1.7552  0.372
O 0.6328 -5.9693 1.0648  -0.557
H 6.7284 -7.5188 -5.6694  0.418
S -7.1674 6.6133 5.9843  1.005
H 8.5459 -6.1401 -4.7828  0.286
H 1.8795 0.5488 -2.3636  0.359
H -8.6878 7.1700 4.2686  0.359
C -2.2919 4.8649 7.4058  -0.821
O -1.3546 2.6490 5.1004  -0.613
S 1.1559 0.2577 0.0843  1.117
C -3.4172 5.2331 6.2711  0.153
H -3.6953 3.6719 2.4214  0.265
C 7.5912 -6.0899 -4.2458  -0.594
S -0.0844 2.5069 1.3353  1.111
C 0.4326 -4.0290 -0.9612  -0.757
C -7.6955 6.7096 4.2851  -0.749
C 1.4716 4.9352 4.0416  -0.926
H 7.6860 -6.6821 -3.3310  0.350
H 2.0908 -3.6412 -2.4941  0.109
C -2.6484 3.1817 2.6501  -0.642
P -2.1034 3.8488 4.3977  0.785
H -1.2817 4.7644 1.5269  0.265
H 2.4198 -2.8263 -0.7907  0.416
H -0.0676 -3.4626 -0.0426  0.406
O -5.7200 6.6254 6.0163  -0.534
O -0.0031 1.5955 2.5887  -0.581
O -7.9683 7.5272 6.7743  -0.713
H -8.4241 4.9315 7.1141  0.372
H 1.2020 -5.4673 -4.3580  0.266
H -8.3152 3.4079 4.8423  0.333
O 1.1593 3.4645 1.1934  -0.663
H -0.0191 -5.7465 -6.4607  0.328
C -8.4052 4.4902 4.9780  -0.657
O -3.6171 4.1912 5.2460  -0.282
H 1.5969 3.7872 3.8522  0.234
H 6.0749 -3.2085 -5.1109  0.262
H 0.2337 6.4422 5.2195  0.253
H 7.7009 -3.5462 -5.7793  0.361
C 1.0609 -5.9324 -6.4973  -0.798
H 2.3649 5.2547 4.7616  0.367
H -4.4536 5.3342 6.8545  0.087
O 3.0791 -3.0305 -5.3262  -0.647
H -3.2257 6.3149 5.8087  0.177
C 1.6644 -3.7399 -7.4454  -0.905
C 1.8232 -0.3410 -1.5737  -0.909
S 1.0686 -5.7072 -0.4133  1.024
O 4.7431 -5.0935 -6.4279  -0.478
Cl 0.3243 -7.2205 -1.6978  -0.242
H 5.5494 -6.7571 -4.5555  0.316
N -0.0773 1.4846 -0.0911  -0.652
C -7.7569 5.2597 3.8282  -0.325
O 2.6184 -5.7153 -0.4516  -0.544
H 8.0859 -4.1040 -3.4837  0.329
H -9.4750 4.7285 5.0189  0.297
H 2.6900 -5.5926 -7.8695  0.157
H 1.5661 5.6094 3.0900  0.231
H -1.9460 3.7399 7.4117  0.279
H -2.7605 5.0935 8.4729  0.312
H -6.7440 4.8779 3.6525  0.107
H -8.3240 5.1549 2.8986  0.335
H -1.3779 5.6191 7.2617  0.130
O 0.5454 -2.9601 -5.1930  -0.700
O -1.1344 5.2579 4.0880  -0.348
C -1.5906 3.6253 1.4612  -0.683
H 0.0505 4.6949 5.9000  0.279
C 6.8382 -3.9759 -5.2627  -0.508
C 0.0887 5.3016 4.9006  -0.216
C 0.9418 -1.6309 -2.1707  -0.227
H 2.9136 -0.7763 -1.3856  0.299
O 2.3828 0.6935 0.9358  -0.645
S 6.1733 -5.2805 -6.2862  0.951
C 1.5862 -3.0388 -1.6039  -0.293
C -7.7284 4.9416 6.2712  -0.513
H 2.5193 -3.2465 -7.9148  0.347
C 7.2455 -4.6323 -3.9447  -0.633
S 1.7741 -3.5579 -5.6716  1.258
H -6.8547 4.3258 6.5017  0.260
H 0.9561 -1.5760 -3.3575  0.146
H -2.7383 2.0097 2.7183  0.379
C 6.4671 -6.6058 -5.1317  -0.672
O 0.5228 -0.9647 0.8416  -0.650
C 1.7401 -5.2988 -5.2924  -0.047
H -2.1865 3.5224 0.4331  0.386
H 0.7346 -3.2700 -7.7775  0.399
C 1.6612 -5.2425 -7.7214  -0.427
H 6.4067 -4.5947 -3.2391  0.285

Results
- net charge = -1
- frontier orbital gap (eV) = 6.0
- HOMO level (Eh) = -0.18595
- E_LUMO (Eh) = 0.033
- M (g/mol) = 823.4

# 2
One molecule with the formula C12H16BrNO. Source: the OMol25 dataset; level of theory: ωB97M-V/def2-TZVPD.

Each line ends with the natural charge from an NBO analysis.
Geometry (Å):
C -0.9759 -0.9513 2.0650  -0.629
H -0.8405 -1.8624 -1.2092  0.208
H 1.4938 2.5935 1.4706  0.224
C 0.3549 0.1967 0.3018  0.236
H -0.0406 -1.4764 2.5858  0.228
H -1.3268 -0.1085 2.6504  0.229
C -0.7890 -0.7545 0.5544  -0.080
N -0.0737 1.5106 0.3696  -0.474
H 1.6576 -1.8207 -1.5987  0.207
H -2.0476 0.3086 -1.1537  0.252
C 0.7149 2.7319 0.7010  -0.270
H -1.7134 -1.6608 2.3764  0.221
C 0.9734 3.2425 -1.7395  -0.412
H 0.3028 2.4166 -1.9758  0.201
H -3.0016 -0.0847 0.2125  0.246
C -1.4943 1.5224 0.2917  0.686
H -1.4702 -2.8009 0.2400  0.221
H 2.0547 4.2190 0.0277  0.216
H 0.8093 -3.5889 -0.4327  0.213
C 1.7510 -0.3625 0.0154  -0.154
C -0.6806 -2.0696 -0.1448  -0.400
C 1.8359 -1.7545 -0.5328  -0.454
O -2.2222 2.4653 0.5437  -0.576
H 0.8612 -2.9202 1.1302  0.197
H 1.4694 3.7791 -2.5548  0.208
C 1.3800 3.4458 -0.4531  -0.170
Br 3.3433 0.7411 -0.0323  0.041
H 2.9020 -2.2050 -0.2977  0.224
C 0.6834 -2.6660 0.0332  -0.380
H -0.0218 3.4488 1.1091  0.247
C -1.9162 0.1992 -0.0727  -0.504

Results
- frontier orbital gap (eV) = 8.3
- HOMO level (Eh) = -0.28218
- E_LUMO (Eh) = 0.024
- M (g/mol) = 270.2

# 3
One molecule with the formula C12H10N6OS. Source: the OMol25 dataset; level of theory: ωB97M-V/def2-TZVPD.

Each line ends with the natural charge from an NBO analysis.
Geometry (Å):
H -1.9053 -2.5439 -1.7121  0.223
H 1.6398 1.5918 -1.9561  0.417
S -1.1881 -3.3853 1.7705  0.492
C -0.9447 -1.7280 1.2623  0.184
H -3.4572 2.5755 -1.2587  0.204
C -1.7552 -3.7312 0.2027  -0.472
N 0.7339 1.8745 -2.2940  -0.610
N -1.3693 -1.4379 0.0002  -0.447
C 0.2787 0.3979 3.9366  -0.018
C -0.0417 1.2979 -0.2643  -0.244
C -2.4813 2.2289 -0.9472  0.038
C -0.3451 1.7817 -1.4387  0.367
N -0.5452 -0.6723 2.1907  -0.209
O 1.7827 2.1561 -4.1790  -0.669
C 0.7212 2.2297 -3.6433  0.770
H -2.2095 -4.6050 -0.0214  0.231
H -3.0517 1.7655 1.0538  0.215
H -0.1290 3.0639 -5.3533  0.417
C -0.6185 0.6920 1.9698  0.132
C -2.2642 1.7798 0.2719  -0.259
H 0.9266 1.0245 0.0295  0.212
H 0.6518 0.5417 4.9298  0.220
H 0.0446 2.4836 2.9381  0.242
C -1.6916 -2.5898 -0.6337  -0.023
H -1.1846 2.7207 -4.0752  0.407
N -0.2259 2.7640 -4.3550  -0.813
N 0.0284 -0.8227 3.4402  -0.255
N -1.4843 2.1820 -1.8657  -0.478
C -0.1000 1.4202 2.9609  -0.310
C -1.0052 1.2937 0.7347  0.037

Results
- frontier orbital gap (eV) = 8.8
- HOMO level (Eh) = -0.32220
- E_LUMO (Eh) = 0.003
- M (g/mol) = 286.3

| no. | maximum force (eV/Å) |
| --- | --- |
| 1 | 8.14 |
| 2 | 7.58 |
| 3 | 5.87 |